25
Properties=species:S:1:pos:R:3 method="wB97M-V/def2-TZVPD" orbital_gap_ev=9.93 total_charge=+2 spin_multiplicity=1 e_above_lowest_ev=0.0000 e_homo_ev=-17.28
H 1.6065 2.5128 -0.8764
N 1.0729 1.7161 -0.7309
C -0.1138 1.6716 -1.1127
O -0.9793 2.2440 -1.9529
N -0.9610 0.6561 -0.3245
N -2.0556 1.1338 0.2181
C -0.7256 -0.5929 -0.2856
C -1.6796 -1.5901 0.2774
C 0.6121 -1.1111 -0.7578
C 1.8214 -0.5757 -0.0269
O 2.9236 -0.5390 -0.6500
N 1.6754 -0.2063 1.2404
N 0.4914 -0.5006 1.9568
H -0.6195 2.7565 -2.8201
H -2.3684 1.9892 -0.0143
H -2.7775 0.3774 0.4382
H -1.9243 -1.5738 1.4439
H -1.2746 -2.6199 0.0929
H -2.6719 -1.4835 -0.1968
H 0.6286 -0.9070 -1.8851
H 0.6604 -2.2760 -0.5514
H 3.7396 -0.3598 -0.1579
H 2.3555 0.3246 1.7423
H 0.4102 -1.3513 2.4578
H 0.1534 0.3050 2.4754


65
Properties=species:S:1:pos:R:3 method="wB97M-V/def2-TZVPD" orbital_gap_ev=7.59 spin_multiplicity=1 smiles="Nc1nc2ncc([C@H](O)[C@H](O)CO)nc2c(=O)[nH]1.CNC(=O)[C@H](Cc1c[nH]c2ccccc12)NC(C)=O" e_homo_ev=-8.19
N 0.8720 -0.3100 3.0377
C 0.2246 -0.9058 2.0241
N 0.5842 -0.5980 0.8217
C -0.1098 -1.1860 -0.2315
N 0.3353 -0.8876 -1.4613
C -0.3442 -1.4246 -2.4937
C -1.4500 -2.2883 -2.3135
C -2.1624 -2.9017 -3.4972
O -3.5539 -3.0374 -3.1608
C -1.5155 -4.2589 -3.8534
O -1.9042 -4.6545 -5.1717
C -1.9032 -5.3987 -2.9003
O -1.2107 -6.5940 -3.2945
N -1.8870 -2.6138 -1.0797
C -1.2153 -2.0512 -0.0423
C -1.5560 -2.2865 1.3600
O -2.5158 -2.9426 1.7417
N -0.7604 -1.7831 2.3471
H 1.5771 0.3765 2.7472
H 1.1091 -0.8896 3.8309
H -0.0184 -1.1943 -3.5030
H -2.0719 -2.2377 -4.3638
H -3.6251 -3.1915 -2.1968
H -0.4262 -4.1451 -3.8322
H -1.8331 -5.6264 -5.2402
H -2.9848 -5.5677 -2.9471
H -1.6492 -5.1461 -1.8659
H -0.2616 -6.5355 -3.0864
H -1.1311 -1.7847 3.2859
C 3.4110 4.0921 4.7487
N 3.0491 4.0813 3.3318
C 2.6531 2.9946 2.6570
O 2.5506 1.8931 3.1966
C 2.2918 3.1957 1.1753
C 0.9012 3.8271 1.0025
C -0.2849 2.9237 1.1666
C -0.8193 2.5158 2.3402
N -1.9055 1.6962 2.0970
C -2.1096 1.5128 0.7465
C -3.0510 0.7772 0.0118
C -2.9967 0.8079 -1.3919
C -2.0040 1.5659 -2.0385
C -1.0555 2.2902 -1.2898
C -1.0848 2.2853 0.1223
N 2.3986 1.9535 0.3962
C 3.5570 1.4892 -0.0682
C 3.5311 0.1558 -0.7753
O 4.6126 2.1018 0.0479
H 2.6692 3.5377 5.3279
H 4.3857 3.6185 4.8838
H 3.4571 5.1185 5.1163
H 3.1253 4.9456 2.8197
H 3.0185 3.9046 0.7761
H 0.8540 4.2447 -0.0042
H 0.7990 4.6662 1.6924
H -0.4435 2.7892 3.3187
H -2.4752 1.2964 2.8278
H -3.8106 0.1991 0.5165
H -3.7186 0.2503 -1.9747
H -1.9703 1.5924 -3.1189
H -0.2918 2.8591 -1.7984
H 1.5797 1.3609 0.3070
H 3.2267 -0.6153 -0.0701
H 4.5231 -0.0644 -1.1649
H 2.8144 0.2019 -1.5926


14
Properties=species:S:1:pos:R:3 method="wB97M-V/def2-TZVPD" orbital_gap_ev="5.58 / 5.57" spin_multiplicity=1 e_above_lowest_ev=3.5851 e_homo_ev="-9.45 / -9.43"
C -2.7552 0.3641 1.2057
C 1.6545 -0.6429 0.5205
C 0.4653 0.7959 -1.2131
C 0.2930 -0.2239 -0.0905
N -2.3322 1.0621 2.0766
S -3.5199 -0.5320 0.1163
S -0.5823 -1.8267 -0.5516
H 2.3980 -0.5873 -0.3885
H 2.0004 0.0208 1.2709
H 1.5018 -1.6645 0.9085
H 0.4008 0.2186 -2.1225
H 1.3316 1.4593 -1.1432
H -0.4439 1.4703 -1.2361
H -0.4121 0.0862 0.6469


9
Properties=species:S:1:pos:R:3 method="wB97M-V/def2-TZVPD" orbital_gap_ev=7.89 total_charge=-1 spin_multiplicity=1 e_above_lowest_ev=1.7968 e_homo_ev=-4.67
C 1.1010 0.5553 2.3315
N 1.2511 0.2111 -1.0080
O 0.4716 0.9880 1.2961
O 0.9483 0.9549 3.5078
Si 0.6009 -1.3337 -1.5418
H 0.8521 0.5913 -0.1969
H 2.1751 0.0481 -0.6108
H 1.7921 -0.2497 1.9952
H 1.6990 -2.2547 -1.1729


15
Properties=species:S:1:pos:R:3 method="wB97M-V/def2-TZVPD" orbital_gap_ev=9.13 spin_multiplicity=1 e_above_lowest_ev=4.3755 e_homo_ev=-8.73
C 1.8896 -0.0203 -0.3668
C 0.7682 -0.8157 -0.2062
C -0.7721 0.4944 -0.1950
C -1.9453 -0.4520 -0.3279
O -0.6714 1.1957 0.8537
H 1.5053 1.4179 0.4022
H 2.1275 0.3645 -1.3583
H 2.7136 -0.0054 0.3383
H 0.3729 -1.3312 -1.0754
H 0.6390 -1.3251 0.7480
H -0.4812 0.9725 -1.1535
H -1.8610 -1.0751 -1.2241
H -2.0659 -1.0799 0.5577
H -2.8427 0.1693 -0.4310
H 0.7446 1.5562 0.7591


51
Properties=species:S:1:pos:R:3 method="wB97M-V/def2-TZVPD" orbital_gap_ev=6.11 total_charge=-1 spin_multiplicity=1 e_homo_ev=-5.31
Pd 1.7667 2.4278 0.2691
Se 0.2039 5.0561 2.9701
Sb 1.7185 4.9831 1.1523
Se 4.1565 2.8066 0.0920
Se 2.8276 3.4820 -1.6469
Se 4.1507 4.2750 1.9887
Br -3.3095 2.9153 -0.1013
C -2.2708 2.1971 1.2986
C -2.9141 1.7124 2.4466
C -2.1957 1.1716 3.4719
Br -3.1196 0.5034 4.9900
C -0.7843 1.1056 3.4107
C 0.0597 0.5790 4.4127
C 1.4132 0.5802 4.2357
C 1.9539 1.1248 3.0592
N 1.1916 1.6199 2.1199
C -0.1628 1.6099 2.2536
C -0.8995 2.1394 1.1463
O -0.2735 2.5172 0.0620
H -3.9924 1.7624 2.5036
H -0.3800 0.1794 5.3163
H 2.0779 0.1773 4.9863
H 3.0216 1.1557 2.8879
O 0.5204 0.5985 -2.2135
C 0.6784 -0.7158 -1.7181
C 1.9700 -0.8337 -0.8185
O 2.4748 -1.9527 -0.6895
O 2.3419 0.2183 -0.2253
C -0.5285 -1.1018 -0.8459
C -0.4642 -2.1363 0.0877
C -1.5645 -2.4478 0.8717
C -2.7518 -1.7387 0.7392
C -2.8270 -0.7180 -0.1947
C -1.7258 -0.4053 -0.9815
C 0.7184 -1.6255 -2.9478
C 1.0143 -2.9848 -2.8540
C 0.9925 -3.7926 -3.9806
C 0.6723 -3.2657 -5.2244
C 0.3721 -1.9168 -5.3256
C 0.3923 -1.1058 -4.1979
H 0.1961 1.1792 -1.5096
H 0.4681 -2.6704 0.2149
H -1.4891 -3.2463 1.6004
H -3.6061 -1.9772 1.3611
H -3.7423 -0.1493 -0.3123
H -1.8052 0.3918 -1.7101
H 1.2871 -3.3979 -1.8951
H 1.2319 -4.8450 -3.8831
H 0.6568 -3.9002 -6.1025
H 0.1187 -1.4863 -6.2873
H 0.1588 -0.0552 -4.2831


12
Properties=species:S:1:pos:R:3 method="wB97M-V/def2-TZVPD" orbital_gap_ev=10.13 spin_multiplicity=1 e_above_lowest_ev=2.2982 smiles="C=C=CCC=O" e_homo_ev=-9.23
C -0.7523 1.5044 -1.9702
C -0.1287 0.5533 -1.3475
C 0.5383 -0.0551 -0.4155
C -0.2386 -0.7288 0.6680
C 0.5894 -0.9818 1.8901
O 1.7462 -0.6519 1.9983
H -0.3140 2.3797 -1.5022
H -1.3767 1.4149 -2.8548
H 1.6223 -0.0669 -0.4078
H -1.1383 -0.1565 0.9400
H -0.6133 -1.6931 0.2963
H 0.0658 -1.5180 2.7054


14
Properties=species:S:1:pos:R:3 method="wB97M-V/def2-TZVPD" orbital_gap_ev="8.83 / 8.83" spin_multiplicity=1 e_above_lowest_ev=3.6161 e_homo_ev="-8.47 / -8.47"
C 0.8041 -0.7583 0.8068
C 0.1196 0.1548 0.0619
N 0.9180 -0.1999 2.0277
N -0.2886 1.1881 0.7454
N 0.3223 0.9887 1.9505
N 1.2651 -2.0269 0.4925
N -1.6825 1.1405 -2.0333
N -0.7885 0.0944 -1.9777
H 0.5055 1.5218 2.7394
H 2.1567 -2.3304 1.0132
H 1.3805 -2.1486 -0.4995
H -1.1871 2.0420 -2.1806
H -2.4532 1.1765 -1.3214
H -1.0719 -0.8428 -1.8249


| no. | maximum force (hartree/bohr) |
| --- | --- |
| 1 | 0.10858 |
| 2 | 0.06995 |
| 3 | 0.08875 |
| 4 | 0.08795 |
| 5 | 0.00590 |
| 6 | 0.01322 |
| 7 | 0.03123 |
| 8 | 0.10405 |